[1]
Computed, not measured: C34H36GeNNiSSi as an isolated structure, with the ωB97M-V functional and the def2-TZVPD basis.

F_max = 0.6 eV/A
E = -153605.403 eV
Relative energy (zero: lowest compared OMol25 entry of this formula, charge and spin) = 4.4 kcal/mol
Spin multiplicity = 3
Expectation value of S² = 2.03
Highest occupied orbital energy (alpha / beta) = -1.08 / -4.12 eV
Charge = -1
Kohn-Sham gap (alpha / beta) = 0.1371 / 0.2490 hartree

```
75
Properties=species:S:1:pos:R:3:forces:R:3
Ni -0.9316 1.0580 -1.7318 0.25 -0.46 0.19
C -4.4002 0.8715 -1.1535 0.04 -0.05 -0.01
C -3.2742 1.6392 -1.7915 -0.09 0.16 -0.02
C -2.3786 2.3761 -0.9849 -0.14 0.17 -0.09
C -1.3366 3.1173 -1.5747 -0.15 0.02 -0.21
C -1.1754 3.1119 -2.9751 -0.15 0.15 0.08
C -2.0724 2.4073 -3.7653 -0.03 0.02 -0.02
C -3.1145 1.6832 -3.1747 -0.05 0.00 0.01
H -5.1321 0.5589 -1.8983 0.01 -0.01 0.00
H -4.9089 1.4797 -0.4030 0.00 0.00 -0.01
H -4.0250 -0.0234 -0.6535 0.00 0.01 0.02
H -2.5474 2.4416 0.0827 0.07 -0.07 -0.02
H -0.7066 3.7374 -0.9575 0.09 -0.04 0.06
H -0.3827 3.6891 -3.4315 0.05 -0.05 0.02
H -1.9465 2.3905 -4.8392 -0.01 -0.01 -0.01
H -3.7979 1.1207 -3.7989 0.01 -0.02 -0.01
C 2.1057 -4.3497 -0.6346 -0.03 -0.06 0.14
Si 2.4841 -3.4909 -2.2608 0.01 0.01 -0.06
C 2.8195 -4.8680 -3.4998 0.04 -0.09 -0.08
C 4.1086 -2.5728 -2.0547 0.11 0.08 0.02
C 1.1163 -2.4487 -2.9331 -0.12 -0.02 -0.12
C 0.5688 -2.7460 -4.2514 0.01 0.11 0.13
C -0.4609 -1.9466 -4.7340 0.05 -0.05 0.03
C -0.9414 -0.8945 -3.9913 0.06 0.00 0.11
N -0.4257 -0.5765 -2.7280 -0.17 0.06 -0.14
C 0.5531 -1.3743 -2.2600 -0.10 -0.01 -0.02
S 1.1158 -1.0062 -0.6137 0.12 -0.02 -0.08
H 2.9221 -5.0332 -0.3753 -0.04 0.01 0.01
H 1.1822 -4.9306 -0.7101 0.03 0.01 0.01
H 1.9828 -3.6339 0.1805 0.00 -0.03 -0.02
H 3.6146 -5.5217 -3.1264 -0.03 0.02 -0.02
H 3.1397 -4.4623 -4.4637 -0.01 -0.03 0.03
H 1.9285 -5.4782 -3.6720 0.04 0.01 0.01
H 4.8982 -3.2524 -1.7150 -0.02 0.04 -0.01
H 4.0094 -1.7628 -1.3291 0.01 -0.02 -0.03
H 4.4180 -2.1376 -3.0092 0.01 -0.01 0.03
H 0.9640 -3.5559 -4.8489 -0.03 -0.01 0.02
H -0.9027 -2.1412 -5.7063 0.00 0.00 0.00
H -1.7574 -0.2782 -4.3407 0.02 0.02 0.00
C 0.4959 0.6590 -0.3245 0.37 0.05 -0.16
Ge 0.2170 0.8608 1.5536 -0.20 -0.08 0.03
C 1.8675 0.8167 2.6335 0.10 0.06 0.08
C 2.3621 1.9297 3.3147 0.03 -0.06 0.05
C 3.5732 1.8788 3.9998 -0.06 -0.02 -0.03
C 4.3119 0.7052 4.0157 -0.02 -0.01 -0.01
C 3.8317 -0.4162 3.3501 -0.03 0.00 -0.01
C 2.6231 -0.3585 2.6688 0.04 0.00 0.01
C -0.9382 -0.5356 2.2854 -0.06 -0.05 0.11
C -1.0097 -0.7398 3.6643 -0.06 -0.09 -0.03
C -1.8363 -1.7208 4.2015 0.02 0.04 -0.05
C -2.6011 -2.5163 3.3580 0.01 0.01 0.03
C -2.5386 -2.3270 1.9841 0.03 0.05 -0.03
C -1.7130 -1.3429 1.4521 -0.06 0.03 0.02
C -0.6366 2.5814 1.9850 0.04 0.11 0.09
C -1.8363 2.6555 2.6928 -0.03 0.10 -0.01
C -2.4288 3.8824 2.9806 0.01 -0.12 0.00
C -1.8261 5.0610 2.5689 0.02 0.05 -0.01
C -0.6282 5.0104 1.8681 0.02 -0.07 -0.01
C -0.0448 3.7812 1.5837 -0.01 0.07 0.02
H 1.3174 1.3419 -0.5872 -0.04 0.09 0.01
H 1.7933 2.8533 3.3232 0.01 -0.01 -0.01
H 3.9378 2.7564 4.5217 -0.01 -0.01 -0.01
H 5.2575 0.6627 4.5430 -0.01 0.00 0.00
H 4.4025 -1.3373 3.3563 0.00 0.01 0.00
H 2.2675 -1.2432 2.1495 0.00 0.02 -0.01
H -0.4033 -0.1325 4.3300 0.00 -0.01 -0.01
H -1.8790 -1.8683 5.2744 0.00 0.00 -0.01
H -3.2396 -3.2884 3.7711 0.00 0.01 0.00
H -3.1245 -2.9542 1.3225 0.01 0.01 0.00
H -1.6532 -1.2094 0.3768 0.02 0.00 -0.01
H -2.3255 1.7418 3.0131 0.01 0.00 0.02
H -3.3645 3.9153 3.5268 0.01 -0.01 0.00
H -2.2846 6.0163 2.7950 0.00 -0.01 -0.01
H -0.1511 5.9272 1.5415 0.00 -0.01 0.00
H 0.8918 3.7567 1.0340 -0.01 0.01 0.00
```
Forces are in eV/Å.

=====

[2]
Computed, not measured: an isolated ion of composition C34H36NO2S and charge +1 at a distorted geometry, with the ωB97M-V functional and the def2-TZVPD basis.

F_max = 2.4 eV/A
E = -52254.444 eV
Highest occupied orbital energy = -9.97 eV
Charge = +1
Kohn-Sham gap = 0.2247 hartree

```
74
Properties=species:S:1:pos:R:3:forces:R:3
C -6.1944 -4.4755 1.9858 0.24 0.49 0.02
O -5.7736 -3.1001 2.0711 0.82 -0.05 -0.03
C -4.4752 -2.7476 1.8619 0.12 0.02 -0.38
C -4.1719 -1.3791 2.0817 -0.15 -0.65 -0.16
C -2.8970 -0.9049 1.8610 0.04 -0.03 0.17
C -1.8815 -1.7423 1.3579 0.12 -0.16 0.23
C -0.4936 -1.1755 1.2903 -0.79 0.95 2.01
C 0.4271 -1.5734 0.1886 0.93 -1.27 0.73
S 2.0291 -2.5294 1.2552 -1.58 0.65 -0.99
C 1.4471 -3.2722 2.7807 0.04 -0.16 0.22
C 2.1721 -3.9457 0.1707 0.54 -0.56 -0.07
O -0.0955 -0.3924 2.1681 -0.38 -1.18 -1.57
C -2.1818 -3.1006 1.1308 0.07 0.43 -0.02
C -3.4540 -3.6125 1.3940 -0.52 0.22 0.17
H -7.2585 -4.4266 2.2009 0.06 -0.17 -0.03
H -6.0348 -4.8847 0.9847 0.02 0.08 0.06
H -5.6870 -5.0878 2.7364 -0.01 0.07 -0.08
H -4.9727 -0.7247 2.4187 0.19 -0.13 0.00
H -2.6715 0.1330 2.1041 0.04 -0.23 -0.18
H 0.0440 -2.3438 -0.4911 0.10 0.11 0.26
H 2.3355 -3.3047 3.4270 -0.37 -0.03 -0.08
H 0.6879 -2.6224 3.2297 0.14 -0.18 -0.07
H 1.0850 -4.2888 2.5853 -0.08 0.41 0.19
H 3.2371 -4.0570 -0.0590 -0.30 -0.12 -0.10
H 1.8069 -4.8290 0.7044 0.07 0.15 -0.29
H 1.6074 -3.7673 -0.7472 0.23 -0.07 0.17
H -1.4010 -3.7817 0.7800 -0.26 0.15 0.03
H -3.6731 -4.6690 1.2202 0.15 0.39 0.07
C -3.0580 2.8011 3.4240 0.12 0.04 -0.17
C -1.8520 3.4167 3.7811 -0.12 0.05 -0.17
C -0.9843 3.8784 2.7856 -0.17 -0.32 -0.09
C -1.2999 3.6835 1.4381 -0.10 0.24 0.17
C -0.3139 4.0763 0.3621 0.14 -0.01 0.16
N -0.1179 3.0036 -0.6050 -0.02 0.13 -0.41
C 0.1130 3.3491 -2.0141 -0.59 0.09 0.29
C 1.5218 3.1446 -2.5183 0.27 -0.04 -0.21
C 1.7278 2.4737 -3.7291 0.18 0.02 0.39
C 3.0225 2.2036 -4.1726 -0.07 0.12 -0.03
C 4.1209 2.6484 -3.4346 -0.04 -0.03 0.09
C 3.9192 3.3738 -2.2541 -0.28 0.03 -0.07
C 2.6182 3.6354 -1.8064 0.25 -0.25 -0.20
C 0.1479 1.7546 -0.1680 0.03 -0.79 -0.38
C 0.3761 0.6725 -0.9682 -0.96 0.58 0.16
C 1.1994 -0.4619 -0.4365 1.13 0.54 0.03
C 2.1927 -0.9579 -1.4988 -0.26 0.13 0.26
C 3.5168 -1.2066 -1.1363 0.17 0.01 -0.16
C 4.4492 -1.6147 -2.0898 -0.18 -0.06 -0.15
C 4.0671 -1.7145 -3.4325 0.10 0.19 0.11
C 2.7556 -1.4130 -3.8067 -0.24 -0.19 0.19
C 1.7999 -1.0996 -2.8329 0.36 -0.04 -0.10
C -2.5228 3.1156 1.0812 -0.22 -0.26 0.28
C -3.4025 2.6661 2.0720 0.29 0.23 0.01
H -3.7351 2.4216 4.1923 0.23 0.17 -0.20
H -1.5808 3.5388 4.8320 -0.14 -0.05 -0.33
H -0.0395 4.3677 3.0391 -0.30 -0.23 0.03
H -0.6646 4.9486 -0.2006 0.05 -0.08 0.22
H 0.6478 4.3293 0.8378 -0.21 0.14 -0.09
H -0.5752 2.7482 -2.6291 0.11 0.34 0.01
H -0.1676 4.4085 -2.0932 -0.02 -0.32 -0.23
H 0.8591 2.1559 -4.3089 0.24 -0.05 0.13
H 3.1649 1.6399 -5.0986 0.02 0.25 0.30
H 5.1331 2.4344 -3.7908 -0.37 0.10 0.19
H 4.7674 3.7460 -1.6766 -0.21 -0.11 -0.24
H 2.4562 4.2260 -0.9020 0.09 -0.25 -0.18
H 0.1475 1.5995 0.9168 0.46 0.38 -0.26
H 0.0488 0.6632 -2.0084 0.50 0.14 0.28
H 1.7813 -0.0241 0.3989 -0.14 -0.25 -0.46
H 3.8316 -1.0593 -0.0996 -0.03 0.04 -0.39
H 5.4698 -1.8361 -1.7727 -0.25 0.10 -0.22
H 4.8031 -1.9910 -4.1910 -0.25 0.10 0.25
H 2.4602 -1.4159 -4.8601 0.15 -0.16 0.38
H 0.7585 -0.9306 -3.1238 0.44 0.03 0.05
H -2.7739 2.9967 0.0229 0.08 0.00 0.36
H -4.3514 2.2093 1.7831 0.26 0.15 0.13
```
Forces are in eV/Å.

=====

| no. | molar mass (Da) |
| --- | --- |
| 1 | 650.125 |
| 2 | 522.734 |